(1)
114
Properties=species:S:1:pos:R:3 method="wB97M-V/def2-TZVPD" energy_ev=-214441.1524 gap_ev="5.212 / 5.106" e_homo_ev="-2.83 / -2.83" e_lumo_ev="2.377 / 2.275" spin_multiplicity=3 relative_energy_ev=0.000 total_charge=-1 molar_mass_g_mol=1033.29
Ti 0.40763 0.04052 0.35205
C -1.83030 4.07321 1.80444
Si -0.99546 2.44653 2.32245
C 0.79615 3.03518 2.57521
C -1.72416 1.86918 3.96671
N -1.21607 1.23865 1.09635
P -2.64065 0.81284 0.43835
C -2.61336 -0.55194 -0.58381
P -1.60280 -0.79826 -1.94636
N -0.20192 -0.24011 -1.30280
Si 2.96358 0.95572 -2.24630
C 4.54635 0.02551 -1.87923
C 3.28069 2.78977 -2.39974
C 2.07061 0.20023 -3.74013
C -2.11262 0.31640 -3.21079
C -3.35732 0.01926 -3.78400
C -3.86192 0.84073 -4.77701
C -3.09212 1.94994 -5.19639
C -1.83074 2.19385 -4.67470
C -1.31799 1.35870 -3.67979
C -1.20161 -2.30314 -2.73001
C -0.94549 -2.31377 -4.11656
C -0.45626 -3.47935 -4.67951
C -0.19742 -4.59520 -3.89387
C -0.45026 -4.58035 -2.51927
C -0.99774 -3.44704 -1.94170
C -3.87382 0.54123 1.67439
C -4.70185 1.61820 2.01926
C -5.62367 1.45496 3.05302
C -5.77800 0.20455 3.64869
C -4.94005 -0.85868 3.30533
C -4.01033 -0.71400 2.29407
C -3.11345 2.15472 -0.64367
C -2.22366 3.15088 -1.07851
C -2.65355 4.13679 -1.94658
C -3.98559 4.18383 -2.34455
C -4.87494 3.18089 -1.92468
C -4.44699 2.16452 -1.09360
H -1.79808 4.74510 2.65443
H -2.86666 3.94957 1.54446
H -1.32912 4.54378 0.96432
H 0.80836 3.88272 3.26293
H 1.23271 3.36877 1.63109
H 1.40190 2.22900 2.98112
H -1.14689 2.25066 4.81091
H -1.77827 0.79527 4.00755
H -2.74247 2.23986 4.07642
H 5.05722 0.44619 -1.00938
H 5.21792 0.03327 -2.74037
H 4.27998 -1.02706 -1.63090
H 3.78038 3.15322 -1.50076
H 2.34874 3.33702 -2.51904
H 3.90076 3.04611 -3.26104
H 1.25271 -0.42567 -3.41438
H 2.79060 -0.33855 -4.37509
H 1.65555 0.98663 -4.36853
H -3.90359 -0.84930 -3.46390
H -4.82596 0.61633 -5.21598
H -3.51346 2.61753 -5.94135
H -1.24204 3.02009 -5.03564
H -0.32435 1.51508 -3.28482
H -1.17974 -1.46795 -4.73574
H -0.29161 -3.54489 -5.75464
H 0.15467 -5.50523 -4.36822
H -0.25444 -5.47045 -1.93245
H -1.29158 -3.38798 -0.89641
H -4.67290 2.54505 1.46169
H -6.28246 2.26835 3.33664
H -6.56000 0.06328 4.40590
H -5.06612 -1.80636 3.81461
H -3.37009 -1.51702 1.95101
H -1.18584 3.13870 -0.73793
H -1.94890 4.86062 -2.33701
H -4.34185 4.93493 -3.03252
H -5.89719 3.19279 -2.26136
H -5.11559 1.36142 -0.80740
O 1.49373 1.89287 -0.16162
N 2.07236 0.80324 -0.53895
Cl -0.92546 -2.02521 1.10006
C 1.13323 0.03453 5.40641
P 0.95022 -0.98613 3.91992
C 2.44659 -1.98949 3.83110
C -0.38864 -2.18159 4.18559
O 0.76313 -0.05658 2.69212
H 1.50890 -0.52472 6.26968
H 0.16988 0.47913 5.65773
H 1.82024 0.85212 5.17544
H 2.39774 -2.80843 4.54261
H 3.30458 -1.36387 4.04893
H 2.50688 -2.39072 2.80847
H -0.30905 -2.60391 5.19058
H -0.28566 -2.97013 3.43038
H -1.37019 -1.72486 4.04246
C 3.48317 -5.09868 0.76522
As 3.78767 -3.41345 -0.20823
C 3.83380 -3.88945 -2.10901
C 5.67483 -3.03816 0.28491
S 1.92980 -2.34619 0.18059
H 4.30759 -5.80120 0.62401
H 2.55843 -5.50804 0.36401
H 3.35580 -4.86621 1.82047
H 4.06283 -4.94634 -2.18980
H 4.61658 -3.31553 -2.63650
H 2.86128 -3.68019 -2.55131
H 6.28171 -3.76332 -0.27782
H 5.74893 -3.18151 1.37076
H 5.91255 -2.02201 -0.02122
F 4.75251 -0.95061 1.86983
C 4.33148 0.29305 1.52118
F 3.01632 0.47326 1.84711
C 4.90627 1.24628 2.61781
F 4.48865 2.48286 2.26174
F 6.21997 1.09505 2.51509
F 4.43612 0.91833 3.85522

(2)
114
Properties=species:S:1:pos:R:3 method="wB97M-V/def2-TZVPD" energy_ev=-109288.8275 gap_ev=9.503 e_homo_ev=-8.87 e_lumo_ev=0.630 relative_energy_ev=4.728 molar_mass_g_mol=889.06
F -10.18564 2.24929 -3.71883
C -11.09211 1.79842 -2.82379
C -12.41952 2.15750 -2.89315
C -13.37216 1.46359 -2.13136
C -12.91999 0.35190 -1.36918
C -11.59649 0.09362 -1.20367
C -10.70724 0.86670 -1.89291
H -12.82211 2.75041 -3.70110
H -14.42439 1.69153 -2.21658
H -13.65492 -0.27385 -0.88469
H -11.25367 -0.61752 -0.46667
H -9.65449 0.65630 -1.77530
F 0.39062 -3.46887 -0.17071
C 0.38091 -2.16368 0.09342
C -0.75674 -1.38983 -0.16658
C -0.85096 -0.09098 0.25816
C 0.18237 0.35857 1.04329
C 1.33771 -0.33710 1.31368
C 1.41473 -1.61592 0.75457
H -1.58321 -1.85120 -0.68665
H -1.75487 0.47402 0.08465
H 0.18151 1.38841 1.36862
H 2.10745 -0.06510 2.02073
H 2.28468 -2.24369 0.87912
F -7.42478 5.38655 1.76016
C -7.70132 6.59995 1.25030
C -9.02444 7.04762 1.24091
C -9.25124 8.34499 0.74584
C -8.19330 9.14757 0.42284
C -6.88018 8.73153 0.51699
C -6.67336 7.46408 0.94293
H -9.86012 6.41403 1.49899
H -10.25734 8.73321 0.68709
H -8.40396 10.14331 0.06160
H -6.01532 9.21608 0.08846
H -5.67726 7.13050 1.19374
F 9.91860 -1.77280 7.56186
C 9.42431 -0.56928 7.13854
C 8.12312 -0.26589 7.44658
C 7.56877 0.95059 7.15510
C 8.36818 2.00674 6.76327
C 9.67316 1.72133 6.37425
C 10.20347 0.39630 6.50434
H 7.44366 -0.95344 7.92825
H 6.63341 1.20185 7.63298
H 8.05349 3.02702 6.60082
H 10.28331 2.47256 5.89489
H 11.13089 -0.00247 6.12055
C 0.66487 9.56778 7.52639
S -0.52866 8.23715 7.68030
O -0.30104 7.31262 6.50758
C 0.20117 7.31201 9.07535
H 1.65628 9.24141 7.84055
H 0.49346 10.42858 8.17270
H 0.78822 9.74903 6.45866
H 0.49857 7.89835 9.94474
H 1.02829 6.68188 8.74837
H -0.58892 6.60108 9.31710
C -3.56380 -0.69993 -7.67854
S -3.78749 -2.47841 -7.98127
O -4.34053 -3.06213 -6.61983
C -5.13425 -2.37215 -9.20341
H -2.68428 -0.46831 -7.07780
H -4.49446 -0.24536 -7.33893
H -3.55409 -0.22225 -8.65825
H -5.76736 -1.64916 -8.68906
H -5.64898 -3.33083 -9.26729
H -4.82393 -2.13424 -10.22087
C 1.02267 -12.12728 -4.56290
S -0.71528 -12.17987 -5.30012
O -1.15445 -13.49287 -4.61783
C -1.47713 -10.95137 -4.17908
H 0.85801 -12.38633 -3.51701
H 1.50941 -11.15289 -4.60478
H 1.65666 -12.94007 -4.91721
H -2.29525 -10.44096 -4.68728
H -0.77981 -10.15438 -3.92087
H -1.76582 -11.45087 -3.25427
C 3.94777 6.66687 -1.93677
O 3.00525 6.82307 -2.97754
C 1.76178 6.66254 -2.75677
O 1.27727 6.07045 -1.78731
O 1.09152 7.19083 -3.73268
C -0.35701 7.01958 -3.77700
H 4.96013 6.83271 -2.30517
H 3.89588 5.66572 -1.50885
H 3.85058 7.30486 -1.05836
H -0.97505 7.55249 -3.05441
H -0.67451 5.99698 -3.57309
H -0.82118 7.34656 -4.70744
C 0.19238 -8.94280 3.60029
O 1.03340 -9.33760 2.57178
C 2.32279 -9.08771 2.59092
O 2.86693 -8.16410 3.19954
O 2.92048 -9.75984 1.59276
C 4.27495 -9.61235 1.24227
H -0.25761 -7.97094 3.39757
H 0.71895 -8.96778 4.55433
H -0.49549 -9.78622 3.66017
H 4.73518 -9.87126 2.19581
H 4.49494 -8.56041 1.06018
H 4.56286 -10.25140 0.40753
C 9.28688 -0.23250 -1.10242
O 10.14398 -0.80917 -2.04104
C 10.16370 -2.15469 -2.34115
O 9.34954 -3.03033 -1.96571
O 11.22016 -2.37310 -3.22645
C 11.57019 -3.67309 -3.49406
H 9.44033 -0.69924 -0.12943
H 8.21041 -0.37173 -1.20212
H 9.57325 0.80142 -0.90973
H 11.50155 -4.22121 -2.55440
H 12.58341 -3.76167 -3.88601
H 10.95912 -4.13963 -4.26675

(3)
113
Properties=species:S:1:pos:R:3 method="wB97M-V/def2-TZVPD" energy_ev=-174473.4251 gap_ev="2.305 / 2.471" e_homo_ev="1.03 / 0.86" e_lumo_ev="3.336 / 3.336" spin_multiplicity=2 relative_energy_ev=2.330 total_charge=-2 molar_mass_g_mol=901.94
Ti -2.88752 -0.90034 0.76169
O -4.79937 -0.56161 1.99009
C -5.53208 0.64482 1.75814
C -4.53291 1.78029 1.67368
N -3.39478 1.53487 0.74920
C -3.76486 1.88539 -0.62360
C -3.23779 0.84195 -1.63141
O -3.13612 0.93393 -2.82843
O -3.12161 -0.32071 -0.94660
C -2.17613 2.12274 1.29356
C -1.49324 1.20527 2.33814
O -0.65206 1.69737 3.09801
O -1.72749 -0.09538 2.18731
H -5.34898 -1.34371 2.14548
H -6.08374 0.55597 0.80726
H -6.26024 0.74972 2.57308
H -5.15602 2.65188 1.41724
H -4.14220 1.92133 2.71092
H -4.84521 1.96100 -0.81482
H -3.40451 2.89228 -0.94467
H -1.43410 2.28173 0.44712
H -2.39473 3.10916 1.71019
N -2.85413 -4.65696 -1.88349
C -2.02663 -4.12496 -0.98108
C -2.38242 -3.40380 0.29246
N -1.37139 -2.35360 0.58405
C -0.09328 -2.57607 0.26349
C 0.21898 -3.75809 -0.49708
N -0.75709 -4.30108 -1.23212
H -3.82516 -4.47141 -1.83417
H -2.50628 -5.11591 -2.75762
H -2.40470 -4.17516 1.11687
H 0.63196 -1.91741 0.74419
H 1.23326 -3.91155 -0.73690
C 4.56676 -5.56519 4.64015
P 2.90160 -4.85838 4.11400
C 1.76409 -6.05877 4.91189
C 2.08922 -7.40981 4.72996
C 1.30255 -8.46603 5.26703
C 0.16928 -8.15766 6.00502
C -0.12140 -6.79973 6.21483
C 0.60674 -5.74138 5.65375
C 2.80755 -3.39032 5.10678
C 2.86669 -3.52088 6.48304
C 3.02159 -2.39063 7.30918
C 3.02972 -1.14046 6.63926
C 2.84923 -0.97795 5.30016
C 2.72482 -2.15422 4.49569
H 4.55980 -6.04924 5.62184
H 5.34539 -4.80892 4.65718
H 4.87408 -6.30051 3.86020
H 2.78668 -7.60807 3.91132
H 1.59377 -9.53182 5.04353
H -0.35045 -8.95806 6.59651
H -0.93772 -6.54593 6.88042
H 0.29330 -4.67635 5.77371
H 2.87875 -4.56106 6.85332
H 3.02609 -2.43230 8.42801
H 3.15593 -0.24512 7.16870
H 2.77975 -0.05109 4.81865
H 2.56622 -2.12712 3.43341
C -3.71701 -2.59694 0.40256
C -4.92989 -3.13168 -0.02112
C -5.40316 -4.47971 -0.02839
C -6.74078 -4.74875 -0.20345
C -7.67374 -3.69974 -0.40035
C -7.24325 -2.37633 -0.38537
C -5.88739 -2.13029 -0.27750
H -4.72036 -5.33243 0.01022
H -7.03980 -5.77883 -0.19483
H -8.73668 -3.92552 -0.50573
H -7.89080 -1.52450 -0.58945
H -5.63710 -1.03346 -0.31348
C -0.34583 5.06490 -2.21588
Si 1.42908 5.55119 -2.20915
C 1.91581 7.35875 -2.79945
C 2.22745 5.23908 -0.50504
As 2.39627 3.70180 -3.46779
Si 4.88779 3.86717 -3.89062
C 5.34262 5.42643 -2.96205
C 5.44658 4.03196 -5.70120
C 5.93312 2.47243 -3.20602
Si 1.51630 4.24403 -5.62625
C -0.36238 4.01916 -5.62887
C 2.26529 3.08464 -6.91635
C 1.85542 6.01904 -6.15932
H -0.72037 5.42248 -3.16129
H -0.79648 5.54766 -1.31305
H -0.43894 3.99293 -2.05555
H 1.74156 8.14077 -2.04270
H 1.37614 7.54142 -3.73716
H 2.95187 7.51763 -3.11386
H 1.68732 5.93385 0.23848
H 3.22959 5.57366 -0.46733
H 1.97883 4.18507 -0.23027
H 4.62774 5.84538 -2.31147
H 5.61076 6.20774 -3.71381
H 6.21376 5.28555 -2.29870
H 6.24176 3.34521 -6.02660
H 5.84977 5.06410 -5.81150
H 4.61097 3.97965 -6.42734
H 5.85894 2.27913 -2.12533
H 6.98905 2.84458 -3.46000
H 5.80992 1.53752 -3.70948
H -0.54085 3.47385 -6.55849
H -0.83746 5.05269 -5.58712
H -0.85624 3.62693 -4.69587
H 1.63508 2.21200 -7.02844
H 3.32455 2.82922 -6.69720
H 2.32422 3.55484 -7.93153
H 0.91464 6.63254 -6.11763
H 2.28834 6.16021 -7.19814
H 2.55051 6.63598 -5.49149

(4)
117
Properties=species:S:1:pos:R:3 method="wB97M-V/def2-TZVPD" energy_ev=-113954.5229 gap_ev=4.105 e_homo_ev=-2.42 e_lumo_ev=1.682 relative_energy_ev=0.000 total_charge=-1 molar_mass_g_mol=887.06
K -6.64454 -9.72858 16.90857
C -5.23819 -10.80848 20.96265
N -4.59314 -9.62640 20.31841
C -3.48482 -9.98711 19.42175
C -4.81494 -8.37944 20.80565
C -5.37989 -8.20321 22.10033
C -5.57074 -6.92476 22.64471
C -5.28084 -5.81206 21.85715
C -4.73888 -5.92977 20.58068
C -4.59961 -7.19192 19.95176
N -4.69236 -7.36461 18.58735
C -4.03358 -6.45663 17.81629
C -2.74068 -5.91744 18.05582
C -2.02528 -5.26664 17.06497
C -2.57902 -5.09199 15.77553
C -3.88103 -5.42540 15.56333
C -4.62985 -6.14531 16.50904
N -5.97596 -6.48709 16.27453
C -7.02507 -6.10194 17.20443
C -6.39731 -6.76613 14.87204
H -4.78445 -10.99438 21.95498
H -5.02851 -11.64548 20.28862
H -6.32464 -10.66617 21.12033
H -2.62256 -10.44136 19.98654
H -3.13306 -9.08485 18.92429
H -3.81116 -10.64252 18.64727
H -5.58332 -9.15904 22.61540
H -5.91600 -6.86756 23.67447
H -5.56599 -4.84535 22.22443
H -4.52771 -5.08332 19.95633
H -2.37443 -6.14841 19.06656
H -1.03754 -4.85990 17.25875
H -2.02619 -4.55689 15.01363
H -4.38805 -5.17771 14.60357
H -6.99154 -5.02710 17.29286
H -6.82236 -6.51986 18.18944
H -7.98815 -6.46399 16.78180
H -6.46875 -5.86077 14.21900
H -7.36494 -7.29487 14.85242
H -5.69223 -7.49051 14.43798
N -6.10854 -16.24920 12.48203
C -6.24316 -14.89760 12.30118
C -5.92189 -14.20463 11.09859
C -5.98427 -12.81134 11.03900
C -6.40976 -12.08672 12.16623
C -6.91778 -12.74276 13.24414
C -6.77981 -14.12546 13.33020
S -6.41772 -10.34346 12.40195
O -7.76208 -9.80816 12.52445
O -5.56570 -9.89947 11.31846
N -5.83816 -9.95600 13.88019
C -4.53178 -10.17526 14.21057
N -4.13471 -9.62724 15.40080
C -2.85737 -9.73529 15.70813
C -1.89156 -10.29879 14.86116
C -2.38126 -10.91105 13.72461
N -3.68189 -10.86869 13.40427
H -5.55776 -16.72640 11.78122
H -6.14111 -16.58799 13.40762
H -5.67065 -14.71846 10.17616
H -5.67569 -12.32275 10.12114
H -7.35576 -12.14590 14.03931
H -7.10825 -14.62737 14.20876
H -2.52278 -9.19051 16.57771
H -0.86582 -10.47148 15.16620
H -1.78663 -11.44437 13.00417
C -10.82707 -8.64337 14.44895
C -10.71422 -8.10718 15.84557
C -11.97618 -7.70339 16.56725
O -10.03651 -9.10837 16.68814
P -10.28817 -10.55995 17.21754
O -8.94598 -11.24476 17.19407
C -11.01307 -10.35332 18.89569
P -9.82614 -10.05817 20.29013
O -8.74856 -9.04945 19.98920
O -10.73756 -9.74965 21.56620
C -10.69524 -8.48907 22.34274
C -11.98318 -8.45842 23.19162
C -9.50458 -8.52587 23.27546
O -9.15325 -11.46317 20.64699
C -9.75548 -12.76055 21.19207
C -9.56423 -13.72893 20.02169
C -11.16909 -12.56405 21.67467
O -11.37242 -11.24602 16.31111
C -11.23254 -12.50672 15.56009
C -11.23382 -12.13952 14.11083
C -12.43289 -13.31868 16.00294
H -11.18385 -7.77577 13.85051
H -11.57825 -9.46482 14.40201
H -9.90044 -9.02119 14.00197
H -10.02193 -7.27418 15.85921
H -12.72578 -8.50092 16.58918
H -12.47519 -6.88029 16.03858
H -11.72784 -7.31531 17.60161
H -11.67458 -11.17913 19.06965
H -11.58341 -9.40329 18.77707
H -10.70398 -7.68055 21.60074
H -11.93227 -9.19962 23.99033
H -12.84051 -8.62202 22.57947
H -12.11079 -7.49138 23.69858
H -9.57252 -9.38897 23.94435
H -9.56033 -7.65661 23.94614
H -8.52901 -8.54449 22.73429
H -9.11342 -13.04148 22.03167
H -10.16180 -13.43868 19.15398
H -9.80547 -14.72386 20.40512
H -8.51907 -13.77030 19.68741
H -11.83546 -12.24593 20.86612
H -11.24904 -11.87622 22.52121
H -11.51520 -13.54485 22.03681
H -10.28200 -12.95101 15.84340
H -12.14500 -11.59977 13.77326
H -11.16025 -13.06877 13.54791
H -10.34725 -11.55730 13.86880
H -13.29823 -12.94179 15.40164
H -12.65433 -13.25906 17.04835
H -12.29760 -14.39964 15.74049